1.
A cluster of 6 separate species, C26H44Cl10F9N2O2P2S in total at a distorted geometry. Source: the Open Molecules 2025 dataset; level of theory: ωB97M-V/def2-TZVPD.

The geometry in XYZ format:
```
96
Properties=species:S:1:pos:R:3:forces:R:3:lowdin_charge:R:1
Cl 6.63764 -9.27195 5.96469 -0.05 0.02 0.02 0.5430
Cl -1.86784 -0.02362 7.91421 0.11 -0.05 0.59 0.5983
Cl 4.49468 -7.14146 7.56302 0.03 0.00 0.01 0.5409
Cl -5.23488 -0.17676 8.48481 0.04 0.02 -0.06 0.5445
Cl -0.32789 5.90254 -0.86485 -0.02 -0.11 0.04 0.5338
Cl -0.48473 5.18444 -4.20337 -0.05 -0.04 -0.01 0.5667
Cl 0.02280 3.64656 -14.09390 0.00 -0.02 0.07 0.5438
Cl 0.34444 0.21373 -5.89148 0.01 -0.12 -0.07 0.6028
Cl -2.19434 0.72836 -8.12212 -0.02 -0.01 0.07 0.5443
Cl 0.10702 3.57563 -10.67719 0.20 0.23 -0.21 0.5910
S -4.00672 -2.73470 0.75105 0.84 1.33 -0.18 0.3422
P -3.38891 -1.26587 -0.36530 -2.88 -2.21 -2.70 0.3720
P -0.50408 0.06357 -2.54766 -0.67 -0.62 -0.78 0.9047
F 5.15484 -2.02810 1.50052 -3.24 -0.05 3.79 0.0576
F 1.61288 -4.23832 2.45554 5.25 -0.41 0.09 0.0281
F 3.49646 0.21365 1.37223 -1.49 -3.48 1.69 -0.0172
F 4.88077 -0.98727 3.62887 -2.23 -2.81 -3.07 0.0240
F 5.11121 -3.82690 3.89394 -4.25 1.91 -1.68 0.0334
F 2.97028 -3.06152 4.62154 2.60 -0.21 -4.23 0.0518
F 3.36153 -5.77657 3.07924 -0.91 5.03 -2.04 0.0305
F 3.58274 -4.47685 1.08444 -1.62 0.54 5.14 0.0608
F 2.23213 -1.76849 0.97021 1.98 2.09 3.24 -0.0080
O -4.70286 -0.13293 -0.63576 2.45 -2.66 -0.62 -0.2625
O -3.05506 -1.97677 -1.95892 1.54 1.64 3.76 -0.3012
N 0.49565 0.61563 0.11635 -7.67 -3.47 3.29 0.1255
N -1.86129 -0.50828 0.15599 5.83 3.56 1.39 -0.1156
C -2.68667 -0.79226 9.29648 -0.13 -0.27 0.42 -0.6333
C -1.43039 -0.24176 1.58133 3.94 1.57 0.11 -0.0535
C -4.31428 1.04511 2.74169 0.70 -0.30 -0.18 -0.0836
C -0.60610 1.53397 -8.10155 0.30 -0.02 0.01 -0.6906
C -0.26978 1.90680 -3.01916 0.47 1.49 1.05 -0.4562
C -1.34245 3.33107 -12.99457 -0.18 -0.05 0.12 -0.6635
C -2.15224 -0.52292 3.02638 0.93 0.53 0.52 -0.1333
C 1.13811 2.57175 -2.49126 0.35 0.61 0.39 -0.2061
C 1.06712 0.94207 2.74918 -0.96 -0.93 -0.41 -0.0961
C 0.28365 6.90228 -2.20631 0.15 0.23 -0.31 -0.6502
C 3.10591 -4.41117 2.48494 -1.78 -3.28 -1.45 -0.1275
C 1.11328 -0.94882 -2.89549 1.64 0.14 0.46 -0.3305
C 1.90309 -0.42902 3.21579 -0.79 0.58 0.62 -0.0661
C 4.18981 -1.86731 2.61339 2.14 2.32 -0.02 -0.1128
C 5.23385 -8.43422 5.25794 -0.19 0.13 -0.13 -0.6696
C -1.23801 4.12997 -11.70510 -0.43 0.13 -0.27 -0.6358
C 0.50095 0.60894 -7.62130 0.02 0.19 -0.59 -0.6220
C -0.58811 6.79368 -3.44732 -0.01 0.40 0.16 -0.6445
C 3.80345 -3.24860 3.40599 1.93 -1.70 2.26 -0.0834
C 0.05223 0.45736 1.55395 -2.42 -0.84 -1.71 -0.0703
C -3.02930 0.88723 5.18792 -0.79 -0.17 -0.05 -0.1505
C 5.02267 -7.05580 5.86394 0.05 0.03 -0.30 -0.6778
C -0.67795 0.03709 -0.64587 2.14 1.19 0.39 -0.2690
C -2.89807 0.85922 3.54724 0.49 0.40 0.01 -0.3704
C -4.01944 -1.40975 8.90362 0.19 -0.20 0.07 -0.6544
C 2.91432 -0.99990 2.05888 -0.32 1.47 -1.44 -0.1741
H -0.68594 2.42669 -7.47341 0.01 -0.22 -0.08 0.0691
H -2.01352 -1.56909 9.67120 -0.16 0.08 -0.11 0.0754
H -2.23527 0.18301 5.70209 -1.75 1.64 -1.45 -0.0261
H -2.80737 -0.03931 10.08158 -0.03 -0.11 -0.27 0.0745
H 0.41536 1.37446 3.64421 1.46 -1.25 -1.83 0.1364
H -2.82613 -1.47855 3.07090 1.20 2.00 -0.48 0.0957
H 5.42707 -8.34256 4.18496 0.00 0.08 0.18 0.0704
H 1.47330 1.09451 -7.74824 -0.20 -0.01 0.06 0.0786
H -5.43516 -0.70117 -1.06470 1.54 1.02 0.90 0.1111
H 1.02040 -1.50122 -3.93046 -0.06 1.07 2.29 0.0202
H 1.96862 1.79122 -2.20087 -1.61 1.27 -0.79 0.0463
H -4.22000 1.99230 2.05722 -0.57 -1.80 1.41 0.0924
H -2.15594 1.75085 3.26526 -1.60 -1.93 0.45 0.1296
H 0.29669 7.93668 -1.84966 -0.09 -0.18 -0.09 0.0768
H 2.05985 -0.24656 -2.97322 -1.87 -1.36 0.13 0.0476
H -2.15412 4.01176 -11.11848 0.15 -0.07 -0.13 0.0766
H 1.35198 -1.70547 -2.00996 -0.72 1.50 -1.96 0.0593
H -5.21573 1.09177 3.48712 1.74 0.11 -1.56 0.0927
H 1.06629 -1.21185 3.54166 2.14 1.38 -0.95 0.1421
H 1.31585 6.60089 -2.41104 -0.28 -0.03 0.02 0.0722
H 5.93531 -6.45286 5.82212 -0.15 -0.23 0.07 0.0706
H 4.35461 -9.07212 5.39177 0.21 0.16 0.08 0.0711
H -4.11435 0.51091 5.50954 2.43 0.63 -0.65 0.0817
H -1.38016 2.25474 -12.79968 0.09 0.25 0.01 0.0708
H -3.91419 -2.08639 8.04965 0.02 0.23 0.14 0.0710
H 1.40891 1.01792 -0.18947 -1.23 -0.60 -0.17 0.1403
H 4.23927 -6.52389 5.31556 0.11 -0.19 0.08 0.0447
H 1.62674 3.28788 -3.30478 -1.18 -1.52 1.88 0.0771
H -0.25765 7.51792 -4.19785 0.03 -0.14 0.17 0.0774
H 0.91987 3.19039 -1.49561 0.49 -1.13 -2.31 0.0580
H 0.51439 -0.32984 -8.18406 -0.11 0.19 0.21 0.0769
H -2.25317 3.61119 -13.53228 0.15 0.04 0.16 0.0751
H 2.50631 -0.13299 4.18436 -0.88 -0.83 -2.15 0.1493
H -1.63953 6.99546 -3.21996 0.25 -0.14 0.01 0.0739
H -2.16363 -2.44960 -1.79718 -1.91 0.79 -0.61 0.0778
H -4.42608 -1.98284 9.74241 0.14 0.16 -0.08 0.0758
H -0.41456 2.03695 -4.17630 0.29 -0.57 2.41 0.0286
H 1.76992 1.81285 2.40740 -1.37 -1.87 0.38 0.1319
H -0.40161 1.85692 -9.12669 -0.02 -0.24 0.38 -0.0278
H -1.26779 -0.71355 3.80525 -1.68 0.34 -1.91 0.1123
H -1.14295 2.50879 -2.47214 1.72 -1.45 -1.32 0.0936
H -2.94411 1.98775 5.64242 -0.02 -2.44 -1.19 0.1041
H -1.09676 5.19735 -11.90244 0.10 -0.29 0.00 0.0730
H -4.45705 0.10593 2.04495 0.06 1.91 1.39 0.0422
```
Forces are in eV/Å.

Summary:
- Gap between HOMO and LUMO: 7.33 eV
- HOMO level: -11.42 eV
- Net charge: +1
- Lowest unoccupied orbital energy: -4.1 eV

2.
A structure of composition C43H50N8O3PYb at a distorted geometry. Source: the Open Molecules 2025 dataset; level of theory: ωB97M-V/def2-TZVPD.

The geometry in XYZ format:
```
106
Properties=species:S:1:pos:R:3:forces:R:3:lowdin_charge:R:1
Yb 10.97550 11.09239 10.17510 -1.00 2.40 0.98 1.2536
P 10.47723 14.79734 10.84328 -0.11 -0.85 -0.34 1.0803
O 14.30345 12.47350 14.73397 0.55 -0.71 -0.18 -0.0437
O 12.83098 10.15358 10.99165 -0.39 0.20 0.37 -0.2043
O 9.16221 11.06429 8.67412 0.12 0.05 0.75 -0.2076
N 11.91911 10.16011 8.43127 -1.03 0.04 -2.87 -0.1520
N 12.90475 9.31874 8.80353 2.61 -1.02 1.79 0.0047
N 10.21236 7.15369 12.15124 -0.34 0.05 0.23 0.1789
N 16.32096 12.16730 13.73802 -0.27 0.31 -0.12 0.1527
N 9.11927 8.19246 10.03813 -0.40 -0.02 0.22 0.0577
N 12.98005 15.71726 13.39707 -0.26 -1.30 -0.45 0.2132
N 16.92770 15.38379 12.16385 -1.21 -0.99 0.88 0.0814
N 9.93778 10.38082 12.35952 -0.25 0.45 1.16 -0.0078
C 8.53152 12.26547 6.65064 -1.67 -1.28 -0.23 -0.0394
C 9.40379 11.32796 7.45213 1.29 -0.14 -2.33 -0.4930
C 11.97115 15.34773 9.91371 -0.36 0.27 -0.41 -0.3301
C 7.69426 15.28381 10.46466 0.65 0.27 -0.11 -0.2843
C 15.03865 8.61609 11.69292 -0.57 1.02 0.76 -0.0499
C 14.45729 8.54781 10.43860 0.56 -1.61 -0.45 -0.1713
C 14.14390 16.02690 8.27036 0.14 0.02 0.07 -0.0685
C 6.60913 15.79586 9.75071 0.49 0.29 0.04 -0.0601
C 16.23849 6.55080 11.31580 -0.26 0.19 -0.16 -0.0835
C 12.60755 16.59015 10.09134 0.86 -0.09 -0.40 -0.2570
C 11.49773 14.89737 13.49813 0.56 -0.79 -1.04 -0.3702
C 15.14925 12.84909 13.90489 -0.72 1.14 0.17 -0.5241
C 14.94530 14.11564 13.16029 -0.43 -1.43 0.59 -0.1746
C 13.82004 16.81755 9.38169 -1.35 -1.03 -0.69 -0.0251
C 8.72516 8.53263 13.62707 -0.20 -0.61 -0.38 -0.0931
C 8.88463 7.17779 12.88335 -0.52 0.26 -0.56 -0.2505
C 15.87689 7.62226 12.17246 0.43 -0.76 -0.82 -0.0926
C 11.64546 10.19419 7.10519 -0.13 -0.54 1.79 -0.3016
C 15.70253 6.48841 9.98067 0.11 -0.11 1.47 -0.0803
C 6.78773 16.84229 8.85185 -0.18 0.28 -0.37 -0.0928
C 12.54238 9.50276 6.11876 -0.03 -0.25 0.03 -0.0374
C 7.82791 8.20743 10.82211 -0.69 0.79 -1.15 -0.3165
C 7.63155 9.56843 11.54306 0.73 -0.19 0.31 -0.0906
C 8.06666 17.31694 8.63534 1.20 -0.10 -0.37 -0.0907
C 7.77234 7.00372 11.78552 0.67 0.98 0.59 -0.0869
C 12.38706 14.48202 8.87184 0.21 0.50 0.02 -0.1161
C 13.34018 9.41248 10.07171 -1.07 0.38 -2.34 -0.4929
C 16.03757 14.79800 12.66336 1.67 1.74 -1.42 -0.2860
C 12.10326 17.73081 10.94384 0.35 -0.23 0.76 -0.0506
C 9.03023 15.66924 10.13447 -0.56 0.11 -0.63 -0.3215
C 10.45630 10.83216 6.63735 0.04 0.27 0.62 -0.0565
C 12.35790 13.63707 13.12008 0.48 0.67 1.00 -0.0841
C 8.61564 9.78995 12.72491 -0.51 -0.12 0.48 -0.3408
C 14.80618 7.48033 9.58944 0.23 -0.35 0.27 -0.0483
C 9.19877 16.65248 9.15532 -0.56 0.51 0.28 -0.0810
C 9.71266 16.81124 14.32416 -0.35 0.56 0.19 -0.0861
C 10.48462 15.39613 12.52187 1.27 1.11 1.23 -0.3257
C 10.25907 15.98424 15.32989 0.76 -0.01 -0.20 -0.0879
C 7.38805 14.39271 11.62683 -1.29 0.52 0.44 -0.0748
C 13.59022 14.56650 13.17015 -1.49 0.08 0.46 -0.2755
C 9.79330 16.52665 12.97474 0.03 -0.48 -0.87 -0.1246
C 13.40152 14.86646 7.98499 -0.14 -0.11 -0.02 -0.0892
C 11.10205 14.99419 14.91863 -0.41 0.16 -0.34 -0.0154
H 9.98228 7.59249 11.15121 0.12 0.12 -0.18 0.0901
H 6.80500 6.98716 12.30673 0.21 -0.08 -0.26 0.1311
H 16.92040 5.77627 11.72279 -0.58 0.47 -0.53 0.0978
H 12.17721 13.12867 12.15441 0.07 0.43 0.28 0.0608
H 16.41556 11.30217 14.23524 0.13 -0.03 -0.04 0.0901
H 11.85558 13.53145 8.71470 0.17 0.41 -0.03 0.0648
H 9.37374 17.20083 12.21909 -0.32 -0.29 0.50 0.1065
H 11.54863 14.27845 15.58134 0.38 0.01 0.40 0.1095
H 14.29581 7.39419 8.64195 0.05 0.10 -0.08 0.0920
H 15.85654 5.60437 9.32304 0.18 0.85 0.61 0.1041
H 12.62760 18.63344 10.60492 -0.16 -0.12 0.30 0.0791
H 6.37430 13.98474 11.43252 0.57 -0.12 0.35 0.0770
H 8.25908 18.20040 8.02618 -0.25 -0.31 -0.11 0.1022
H 14.75944 9.48326 12.32340 0.18 -0.70 -0.30 0.1175
H 10.52073 6.19012 12.01695 0.41 0.32 0.16 0.1638
H 7.78468 8.42793 14.18604 0.23 0.13 -0.04 0.1308
H 9.16780 17.68252 14.63831 -0.15 0.33 0.00 0.0931
H 7.89268 6.07502 11.22203 0.02 -0.04 0.17 0.1214
H 13.31886 8.92491 6.61656 -0.06 0.21 0.02 0.0535
H 7.48696 12.20995 7.02096 0.46 0.18 -0.28 0.0868
H 12.35218 17.52273 12.01707 -0.25 0.30 -0.78 0.0770
H 16.89480 12.39686 12.94890 0.23 -0.15 -0.03 0.0877
H 10.90893 7.75431 12.60446 0.16 -0.71 -0.08 0.1465
H 10.69969 9.83621 12.78311 -0.17 0.40 -0.23 0.0697
H 10.13415 16.27824 16.37916 -0.15 -0.52 -0.41 0.1061
H 9.95662 11.27460 12.90978 0.42 -0.83 -0.86 0.1136
H 14.96532 16.34616 7.59566 -0.55 -0.39 0.64 0.1128
H 7.68805 10.43134 10.84340 -0.02 -0.64 0.26 0.1197
H 13.00646 10.23934 5.46467 -0.01 0.04 -0.10 0.0845
H 8.10332 13.59691 11.76546 0.28 -0.28 0.11 0.0327
H 7.30807 15.00030 12.57302 0.30 -0.63 -0.83 0.1028
H 10.20516 16.97490 8.84722 -0.56 -0.18 0.21 0.1063
H 16.20815 7.68809 13.21562 0.14 -0.18 -0.56 0.1016
H 8.83904 6.32471 13.57661 0.20 0.43 -0.08 0.1484
H 8.57191 11.96823 5.57980 -0.24 0.15 0.74 0.0818
H 7.01787 8.12680 10.05786 0.29 -0.04 0.77 0.1519
H 8.97583 7.58486 9.22428 0.35 0.38 0.26 0.1257
H 12.43657 12.90943 13.93834 -0.28 0.04 -0.39 0.0855
H 8.85251 13.28004 6.66626 0.41 0.88 0.43 0.0680
H 5.61851 15.40969 9.94995 -0.05 0.01 0.06 0.1036
H 10.36164 10.99467 5.54707 0.23 -0.04 0.90 0.1016
H 9.52424 8.67783 14.37034 -0.17 -0.12 -0.16 0.1303
H 6.64046 9.58288 12.01208 0.00 -0.10 -0.32 0.1262
H 9.33671 9.13578 9.67486 -0.44 -0.54 -0.25 0.0504
H 8.13487 10.52545 13.38216 0.02 -0.06 -0.24 0.1399
H 13.59002 14.27258 7.06595 0.00 0.41 0.87 0.1088
H 11.95594 8.81470 5.50374 -0.02 0.17 -0.06 0.0817
H 11.02234 17.92504 10.85497 0.41 -0.29 -0.03 0.0621
H 5.95789 17.29875 8.28445 0.37 -0.34 0.60 0.1105
H 14.41031 17.66954 9.64056 0.23 0.48 -0.04 0.1045
```
Forces are in eV/Å.

Summary:
- Spin multiplicity: 2
- Gap between HOMO and LUMO (alpha / beta): 4.74 / 4.68 eV
- HOMO level (alpha / beta): -5.84 / -5.78 eV
- Net charge: 0
- Energy above the lowest of the compared OMol25 structures with the same formula, charge and spin: 2.373 eV
- Expectation value of S²: 0.80
- Lowest unoccupied orbital energy (alpha / beta): -1.1 / -1.1 eV

DFT total energy (eV)
-213829.356; -104280.514